No. 1
Density functional theory data (ωB97M-V with the def2-TZVPD basis set) for C24H19Cl3IN2OPPd as an isolated structure.

## Properties
energy relative to the best compared isomer or geometry (same formula, charge and spin): 0.000 eV
net charge: 0
spin multiplicity: 1

Last column: Löwdin charge in e.
Geometry (Å):
1 Pd -0.1018 0.7691 0.3757  0.6508
2 Cl -2.9996 7.3719 1.9010  0.6390
3 C -2.1160 6.0081 1.2706  -0.6840
4 C -1.7387 4.9853 2.1187  -0.1415
5 C -1.0366 3.9166 1.5950  -0.5710
6 Cl -0.5455 2.6263 2.6569  0.6726
7 C -0.6846 3.7907 0.2336  -0.5178
8 O -0.0203 2.7945 -0.2577  -0.2650
9 C -1.1067 4.8743 -0.5712  -0.5887
10 Cl -0.7237 4.8191 -2.2638  0.6806
11 C -1.8006 5.9603 -0.0770  -0.1442
12 H -1.9828 5.0165 3.1708  0.1046
13 H -2.0965 6.7601 -0.7407  0.1028
14 N 1.8498 -1.5294 0.3588  -0.0853
15 P 0.1895 -1.3667 -0.0201  0.9178
16 C 0.0713 -1.8154 -1.7738  -0.3369
17 C -0.1136 -0.8122 -2.7178  -0.0860
18 C -0.1214 -1.1204 -4.0720  -0.0677
19 C 0.0568 -2.4305 -4.4866  -0.0747
20 C 0.2446 -3.4401 -3.5481  -0.0761
21 C 0.2507 -3.1345 -2.1982  -0.0979
22 C -0.5955 -2.7325 0.8567  -0.3770
23 C -0.1566 -3.0621 2.1376  -0.0939
24 C -0.8433 -4.0040 2.8858  -0.0745
25 C -1.9811 -4.6075 2.3667  -0.0736
26 C -2.4311 -4.2687 1.0996  -0.0753
27 C -1.7428 -3.3318 0.3446  -0.1226
28 C 2.6477 -0.4044 0.4865  -0.3629
29 C 4.0396 -0.4966 0.5087  -0.0140
30 C 4.7697 0.6616 0.6780  -0.0587
31 C 4.1132 1.8800 0.8153  -0.0544
32 C 2.7367 1.8868 0.7702  -0.1004
33 N 2.0192 0.7684 0.6121  -0.0087
34 H 2.3339 -2.3922 0.1583  0.1174
35 H -0.2516 0.2126 -2.3901  0.0929
36 H -0.2696 -0.3334 -4.7994  0.1093
37 H 0.0467 -2.6689 -5.5422  0.1060
38 H 0.3813 -4.4643 -3.8695  0.1055
39 H 0.3846 -3.9270 -1.4708  0.1072
40 H 0.7160 -2.5719 2.5516  0.1028
41 H -0.4979 -4.2596 3.8788  0.1061
42 H -2.5217 -5.3364 2.9562  0.1060
43 H -3.3254 -4.7268 0.6986  0.1087
44 H -2.1077 -3.0630 -0.6386  0.1111
45 H 4.5235 -1.4572 0.3970  0.1115
46 H 5.8506 0.6158 0.6995  0.1118
47 H 4.6557 2.8044 0.9446  0.1074
48 H 2.1534 2.7954 0.8376  0.1057
49 I -3.1550 -0.0828 1.7684  0.6750
50 C -2.0907 0.6985 0.0900  -0.8152
51 H -2.4450 1.7205 -0.0310  -0.0378
52 H -2.4316 0.1039 -0.7546  -0.0466

Forces on the atoms, in the same order (eV/Å):
0.0 0.1 -0.4
0.0 0.0 0.0
0.0 0.0 0.0
0.0 0.0 0.0
0.0 -0.1 -0.1
0.0 0.1 0.2
0.0 0.0 0.0
0.0 -0.1 0.2
0.0 0.0 0.0
0.0 0.0 0.0
0.0 0.0 0.0
0.0 0.0 0.0
0.0 0.0 0.0
0.0 -0.1 0.0
-0.1 0.1 0.1
0.0 -0.1 0.0
0.0 0.1 0.0
0.0 0.0 0.0
0.0 0.0 0.0
0.0 0.0 0.0
0.0 0.0 0.0
0.1 0.1 0.1
0.0 0.0 0.0
0.0 0.0 0.0
0.0 0.0 0.0
0.0 0.0 0.0
0.0 0.0 0.0
0.0 0.0 0.1
0.1 0.1 0.0
0.0 -0.1 0.0
0.0 0.0 0.0
0.0 0.0 0.0
0.0 -0.1 0.0
0.0 0.0 0.0
0.0 0.0 0.0
0.0 0.0 0.0
0.0 0.0 0.0
0.0 0.0 0.0
0.0 0.0 0.0
0.0 0.0 0.0
0.0 0.0 0.0
0.0 0.0 0.0
0.0 0.0 0.0
0.0 0.0 0.0
0.0 0.0 0.0
0.0 0.0 0.0
0.0 0.0 0.0
0.0 0.0 0.0
0.0 0.0 0.1
0.0 0.0 -0.2
0.0 0.0 0.0
0.0 0.0 0.0

---

No. 2
Density functional theory data (ωB97M-V with the def2-TZVPD basis set) for C24H19ClIN4O4TcTe as an isolated structure.

## Properties
⟨S²⟩: 0.76
energy relative to the best compared isomer or geometry (same formula, charge and spin): 0.627 eV
net charge: -1
spin multiplicity: 2

Last column: Löwdin charge in e.
Geometry (Å):
1 Tc 0.3572 0.8268 -1.2036  1.4525
2 Cl -5.2239 5.1396 1.0351  0.6233
3 C -3.8950 4.0344 0.8017  -0.6786
4 C -3.4334 3.2761 1.8948  -0.0931
5 C -2.3878 2.4123 1.7474  -0.0007
6 C -1.7365 2.2287 0.4900  -0.3443
7 O -0.7790 1.3844 0.4312  -0.2340
8 C -2.2245 3.0046 -0.6044  -0.1229
9 C -1.6711 2.9597 -1.9226  -0.1688
10 O -0.7461 2.2598 -2.3504  -0.1040
11 C -3.3013 3.9039 -0.4155  -0.0752
12 H -3.9215 3.3875 2.8545  0.1043
13 H -2.0222 1.8186 2.5748  0.1106
14 H -2.1364 3.6423 -2.6475  0.1313
15 H -3.6490 4.4921 -1.2562  0.1106
16 I 5.4038 -0.1824 6.0333  0.8229
17 C 4.3299 0.1595 4.2743  -0.7430
18 C 4.9955 0.6173 3.1474  -0.1525
19 C 4.2762 0.8464 1.9834  -0.0106
20 C 2.9101 0.6026 1.9455  -0.1272
21 C 2.2563 0.1387 3.0791  -0.0122
22 C 2.9639 -0.0766 4.2517  -0.1493
23 C 2.1372 0.8201 0.6821  -0.6304
24 O 2.0683 1.9348 0.1316  -0.0259
25 O 1.5399 -0.1908 0.1945  -0.1668
26 H 6.0617 0.7951 3.1744  0.0897
27 H 4.7775 1.2171 1.0986  0.1262
28 H 1.1912 -0.0561 3.0377  0.0885
29 H 2.4558 -0.4335 5.1373  0.0901
30 N -0.5825 -0.5440 -1.6774  -0.1445
31 C -0.3586 -1.8059 -2.2097  -0.3706
32 C -1.4170 -2.4440 -2.8633  -0.0458
33 C -1.2452 -3.7079 -3.4002  -0.1029
34 C -0.0241 -4.3590 -3.2764  -0.1077
35 C 1.0236 -3.7339 -2.6130  -0.0873
36 C 0.8685 -2.4649 -2.0822  -0.0409
37 H -2.3626 -1.9231 -2.9451  0.1043
38 H -2.0690 -4.1891 -3.9133  0.0943
39 H 0.1098 -5.3492 -3.6932  0.0924
40 H 1.9779 -4.2366 -2.5146  0.0999
41 H 1.6747 -1.9755 -1.5538  0.0927
42 C -2.4238 -3.1312 2.7002  -0.5001
43 Te -1.3668 -1.6452 1.5762  1.1777
44 C -3.1220 -1.0605 0.5259  -0.4598
45 H -3.3289 -2.6981 3.1220  -0.0115
46 H -1.7852 -3.4682 3.5150  -0.0200
47 H -2.6784 -3.9815 2.0714  -0.0125
48 H -3.5707 -1.9408 0.0697  -0.0017
49 H -2.8086 -0.3728 -0.2560  -0.0318
50 H -3.8283 -0.5759 1.1966  -0.0031
51 N 1.7102 0.6188 -2.7682  0.0331
52 C 2.3959 0.6494 -3.7089  -0.3229
53 N 3.0819 0.5772 -4.7875  0.0475
54 C 4.2480 1.1647 -4.9435  -0.4430
55 N 5.2844 1.6341 -5.1712  0.0534

Forces on the atoms, in the same order (eV/Å):
0.3 0.1 -0.5
0.0 0.0 0.0
0.0 0.0 -0.1
0.0 0.0 0.0
-0.1 0.0 0.0
0.0 -0.1 0.0
0.0 0.0 0.2
0.0 0.1 -0.1
0.0 -0.1 0.1
0.3 0.2 -0.1
0.0 0.0 0.1
0.0 0.0 0.0
0.0 0.0 0.0
0.0 0.0 0.0
0.0 0.0 0.0
0.0 0.0 0.0
0.0 0.0 -0.1
0.0 0.0 0.0
0.0 0.1 0.0
0.1 0.1 -0.1
0.0 -0.1 0.0
0.0 0.0 0.1
0.2 -0.2 0.0
-0.3 0.1 -0.1
0.0 0.0 0.1
0.0 0.0 0.0
0.0 0.0 0.0
0.0 0.0 0.0
0.0 0.0 0.0
-0.6 0.0 0.2
0.2 -0.1 -0.1
0.0 0.0 0.0
0.0 0.0 0.0
0.0 0.0 0.0
0.0 0.0 0.0
0.0 0.0 0.0
0.0 0.0 0.0
0.0 0.0 0.0
0.0 0.0 0.0
0.0 0.0 0.0
0.0 0.0 0.0
0.0 0.0 0.0
0.0 0.0 0.1
0.0 0.0 0.0
0.0 0.0 0.0
0.0 0.0 0.0
0.0 0.0 0.0
0.0 0.0 0.0
0.0 0.0 0.0
0.0 0.0 0.0
0.0 0.1 0.1
0.1 -0.1 0.2
-0.2 0.0 -0.2
0.2 0.0 0.1
-0.1 0.0 0.0

---

No. 3
Density functional theory data (ωB97M-V with the def2-TZVPD basis set) for C24H19ClN13O2PdSSe as an isolated structure.

## Properties
⟨S²⟩: 6.04
energy relative to the best compared isomer or geometry (same formula, charge and spin): 0.360 eV
net charge: +1
spin multiplicity: 5

Last column: Löwdin charge in e.
Geometry (Å):
1 Pd 0.1652 0.8699 -0.1239  0.8443
2 N -3.2813 -0.0304 -0.1517  0.1475
3 C -2.3577 -1.0409 -0.2898  -0.4840
4 N -2.6606 -2.3267 -0.3611  0.0513
5 N -1.4715 -2.9539 -0.4731  -0.0598
6 N -0.5063 -2.1034 -0.4641  -0.0622
7 N -1.0404 -0.8609 -0.3520  -0.0993
8 C -2.9598 1.3058 -0.0143  -0.4882
9 N -3.8454 2.2821 0.0022  0.0474
10 N -3.1101 3.4076 0.1404  -0.0636
11 N -1.8590 3.1278 0.2062  -0.0809
12 N -1.7209 1.7770 0.1203  -0.1303
13 H -4.2543 -0.2661 -0.2477  0.1464
14 Cl 2.0887 6.3226 2.7435  0.7090
15 C 2.4161 4.8243 1.9483  -0.6543
16 C 3.6483 4.2105 2.1296  -0.0754
17 C 3.9163 3.0054 1.5009  -0.0009
18 C 2.9507 2.4005 0.7048  -0.1771
19 C 1.7383 3.0570 0.5155  -0.1066
20 C 1.4462 4.2613 1.1311  -0.0829
21 C 3.2369 1.0656 0.0831  -0.5839
22 O 4.3119 0.7971 -0.4054  0.1004
23 O 2.2463 0.1767 0.1251  -0.2973
24 H 4.3894 4.6793 2.7620  0.1141
25 H 4.8759 2.5220 1.6292  0.1298
26 H 0.9913 2.6772 -0.1981  0.0550
27 H 0.4891 4.7405 0.9761  0.1061
28 C 2.2324 -2.5434 2.3215  0.0184
29 N 0.7884 -2.4606 2.4984  -0.0411
30 C 0.0487 -1.3553 2.5196  -0.6234
31 Se 0.6930 0.4149 2.4722  1.0800
32 N -1.2434 -1.6867 2.6089  0.1552
33 C -1.3584 -3.0706 2.6470  -0.1816
34 C -2.4644 -3.9085 2.7009  0.0058
35 C -2.2010 -5.2600 2.6652  -0.0459
36 C -0.8901 -5.7598 2.5782  -0.0467
37 C 0.2050 -4.9249 2.5219  0.0147
38 C -0.0626 -3.5616 2.5627  -0.1564
39 H 2.6245 -1.5618 2.0704  0.0588
40 H 2.4361 -3.2157 1.4906  0.1112
41 H 2.6950 -2.9180 3.2323  0.1118
42 H -2.0046 -1.0249 2.5941  0.1695
43 H -3.4732 -3.5229 2.7374  0.1243
44 H -3.0262 -5.9580 2.6921  0.1167
45 H -0.7395 -6.8301 2.5486  0.1154
46 H 1.2118 -5.3115 2.4484  0.1201
47 N 2.1142 -0.9249 -2.3491  0.2272
48 C 1.2450 -0.2455 -3.0241  -0.5951
49 N 0.4148 0.6581 -2.4293  0.0770
50 C -0.4000 1.2163 -3.3218  -0.2525
51 C -1.3723 2.2147 -3.0306  0.0341
52 C -2.1474 2.6778 -4.0500  -0.0127
53 C -1.9870 2.1878 -5.3692  0.0085
54 C -1.0340 1.2277 -5.6915  -0.0499
55 C -0.2443 0.7485 -4.6727  -0.4250
56 S 1.0172 -0.4303 -4.7497  1.1752
57 H 2.2395 -0.7175 -1.3117  0.0942
58 H 2.7480 -1.5609 -2.8122  0.1443
59 H -1.4680 2.5905 -2.0205  0.0807
60 H -2.8943 3.4347 -3.8548  0.1286
61 H -2.6226 2.5787 -6.1527  0.1276
62 H -0.9237 0.8760 -6.7077  0.1261

Forces on the atoms, in the same order (eV/Å):
-0.4 -0.4 0.2
0.1 0.0 0.1
0.0 0.0 -0.1
0.0 -0.1 0.0
-0.1 0.1 0.0
0.0 0.1 0.0
0.3 -0.2 0.0
0.0 0.0 -0.1
0.0 0.1 0.0
-0.1 -0.2 0.0
0.1 -0.1 0.0
0.0 0.2 -0.1
0.0 0.0 0.0
0.0 0.0 0.0
0.0 0.0 0.0
0.0 0.0 0.0
0.0 0.0 0.0
-0.1 0.0 0.0
0.0 -0.1 0.0
0.0 0.0 0.0
0.1 -0.3 -0.1
-0.1 0.1 0.1
-0.1 0.0 -0.2
0.0 0.0 0.0
0.0 0.0 0.0
0.2 0.4 -0.1
0.0 0.0 0.0
0.0 0.0 0.0
0.0 0.0 0.0
0.1 0.1 -0.1
0.1 0.0 0.0
0.0 -0.1 0.1
0.0 0.0 0.0
0.0 0.0 0.0
0.0 0.0 0.0
0.0 0.0 0.0
0.0 0.0 0.0
0.1 0.0 0.0
0.0 0.0 0.0
0.0 0.0 0.0
0.0 0.0 0.0
0.0 0.0 0.0
0.0 0.0 0.0
0.0 0.0 0.0
0.0 0.0 0.0
0.0 0.0 0.0
0.2 0.1 0.6
-0.2 0.0 0.0
0.1 0.2 0.0
0.0 0.0 0.0
0.0 0.0 0.0
0.0 0.0 0.0
0.0 0.0 0.0
0.1 -0.1 0.0
-0.1 0.0 0.0
0.0 -0.1 0.0
0.0 0.0 -0.3
0.0 0.0 0.0
0.0 0.0 -0.1
0.0 0.0 0.0
0.0 0.0 0.0
0.0 0.0 0.0

---

No. 4
Density functional theory data (ωB97M-V with the def2-TZVPD basis set) for one molecule with the formula C24H19ClN4O2S2 at a distorted geometry.

## Properties
SMILES: CC(=O)C1=C(C)NC(SCC(=O)Nc2nc3ccccc3s2)=C(C#N)[C@@H]1c1ccc(Cl)cc1
net charge: 0
E: -69445.7477 eV
spin multiplicity: 1

Last column: Löwdin charge in e.
Geometry (Å):
1 C -3.7748 -2.4006 2.2980  0.0069
2 C -4.4879 -1.4091 1.4062  -0.3916
3 O -5.6708 -1.5514 1.1516  0.0566
4 C -3.6883 -0.3013 0.8802  -0.0783
5 C -4.2326 0.6117 0.0301  -0.2087
6 N -3.4815 1.6612 -0.4381  0.0801
7 C -2.2392 1.9534 0.0404  -0.4967
8 C -1.6381 1.1445 0.9397  -0.1788
9 C -0.4145 1.4330 1.5451  -0.2165
10 N 0.5968 1.6295 2.0587  0.2093
11 C -2.2225 -0.2259 1.2574  -0.1693
12 C -1.3593 -1.2192 0.5009  -0.1983
13 C -0.2354 -1.7654 1.1115  -0.0267
14 C 0.6244 -2.5890 0.4106  -0.1133
15 C 0.3607 -2.8659 -0.9213  -0.6944
16 C -0.7566 -2.3338 -1.5476  -0.1079
17 C -1.6119 -1.5130 -0.8330  -0.0232
18 H -2.4757 -1.0930 -1.3246  0.1228
19 H -0.9566 -2.5575 -2.5839  0.1114
20 Cl 1.4440 -3.8721 -1.8156  0.6766
21 H 1.4945 -3.0060 0.8894  0.1023
22 H -0.0240 -1.5381 2.1463  0.1230
23 H -2.0990 -0.4041 2.3319  0.1422
24 S -1.5478 3.4492 -0.6134  1.0191
25 C 0.1135 2.8480 -1.0648  -0.3842
26 C -0.0216 1.4876 -1.7108  -0.5304
27 O -0.9750 1.1771 -2.3884  0.0638
28 N 0.9628 0.5684 -1.4796  0.1529
29 C 2.1162 0.5704 -0.7391  -0.5662
30 N 2.6520 -0.5355 -0.3796  0.1315
31 C 3.8156 -0.3449 0.3043  -0.3035
32 C 4.6210 -1.3450 0.8395  -0.0141
33 C 5.7702 -0.9850 1.5109  -0.0856
34 C 6.1295 0.3528 1.6579  -0.0909
35 C 5.3468 1.3633 1.1325  -0.0919
36 C 4.1946 1.0063 0.4563  -0.4536
37 S 3.0176 2.0331 -0.3119  1.1006
38 H 5.6211 2.4004 1.2433  0.1071
39 H 7.0339 0.6062 2.1896  0.1019
40 H 6.4037 -1.7512 1.9314  0.1020
41 H 4.3339 -2.3766 0.7159  0.1094
42 H 0.7305 -0.3604 -1.8304  0.1434
43 H 0.5023 3.5728 -1.7810  0.0971
44 H 0.7383 2.8414 -0.1749  -0.0055
45 H -3.8706 2.2798 -1.1348  0.1363
46 C -5.6381 0.5849 -0.4603  -0.0022
47 H -6.3278 0.6915 0.3753  0.0989
48 H -5.8145 1.3813 -1.1804  0.0819
49 H -5.8627 -0.3778 -0.9153  0.0953
50 H -3.4608 -1.9186 3.2221  0.0913
51 H -4.4622 -3.2070 2.5403  0.0883
52 H -2.8968 -2.8060 1.8012  0.0799

Forces on the atoms, in the same order (eV/Å):
-0.3 -0.1 0.0
-0.1 -0.2 0.1
-0.1 -0.1 0.0
0.1 0.7 -0.2
0.0 -0.5 0.4
-0.1 0.2 -0.2
0.6 0.3 0.3
-1.3 -0.1 -0.4
0.6 0.4 0.3
0.2 0.0 0.1
0.1 0.0 -0.2
0.0 -0.2 0.0
-0.1 -0.1 -0.1
-0.1 -0.1 -0.1
-0.2 0.1 0.1
0.1 -0.1 0.0
0.0 0.0 0.2
-0.1 0.1 -0.1
0.0 0.0 -0.1
0.1 -0.1 -0.1
0.1 0.0 0.0
0.0 0.0 0.1
0.0 0.0 -0.1
0.1 0.0 0.1
-0.5 0.2 0.2
0.1 0.0 -0.1
0.0 0.0 -0.2
-0.3 -0.5 -0.4
0.8 0.6 0.5
-0.6 -0.4 -0.4
0.6 0.8 0.3
-0.1 0.1 -0.1
0.0 -0.1 0.0
0.1 0.1 0.0
0.0 0.0 0.0
-0.2 -0.3 -0.1
0.1 -0.5 -0.1
0.1 0.1 0.0
0.1 0.0 0.0
0.1 -0.1 0.0
0.0 -0.2 0.0
0.0 0.2 0.1
0.0 0.0 0.0
0.0 0.0 -0.1
0.1 -0.2 0.0
-0.2 0.0 -0.1
0.0 0.0 0.0
0.0 0.1 -0.1
0.0 0.0 0.0
0.1 0.0 0.1
0.0 0.0 0.0
0.1 0.0 0.0

---

Which of these has the highest net charge?
C24H19ClN13O2PdSSe

---

Among the records above, which one has the highest net charge?
C24H19ClN13O2PdSSe